No. 1
The following is a quantum chemistry calculation of a cluster of 2 separate species, C3H7N3O in total in a non-equilibrium geometry, from the Open Molecules 2025 dataset.

```
! RIJCOSX wB97M-V def2-TZVPD def2/J DEFGRID3
* xyz 0 1
C 0.413 1.655 1.292
C 0.477 0.758 0.206
C -1.422 -1.851 -1.181
H 1.393 2.223 1.367
H -0.147 2.688 1.224
H 0.188 1.236 2.313
H -1.268 -0.622 0.797
H -1.635 -2.404 -2.096
H -1.882 -2.321 0.187
H 0.974 -0.437 -1.779
N -0.184 -0.680 0.459
N -0.479 -1.034 -1.022
N 1.551 0.893 -0.362
O 2.021 -0.104 -1.405
*
```

The total energy is -357.736670 hartree. For the molar mass, the calculation gives 101.1 u. Its HOMO energy is -9.5 eV. As for the energy relative to the best compared isomer or geometry (same formula, charge and spin): 822.3 kJ/mol. The calculation puts the strongest force on any atom at 0.1402 hartree/bohr.



No. 2
The following is a quantum chemistry calculation of an isolated molecule of C11H14F3NO3S in a non-equilibrium geometry, from the Open Molecules 2025 dataset.

```
! RIJCOSX wB97M-V def2-TZVPD def2/J DEFGRID3
* xyz 0 1
C 3.546 -0.791 -1.077
C 2.115 -0.481 -0.644
C 1.405 -1.748 -0.134
O 0.535 -2.297 -1.118
S -0.840 -1.510 -1.277
N -1.694 -2.698 -2.040
O -1.389 -1.269 0.017
O -0.683 -0.420 -2.181
C 2.092 0.636 0.416
C 0.678 1.038 0.725
C -0.073 1.716 -0.229
C -1.405 1.994 -0.007
C -1.999 1.598 1.184
C -3.461 1.867 1.374
F -4.221 1.289 0.425
F -3.942 1.439 2.550
F -3.752 3.185 1.314
C -1.256 0.956 2.161
C 0.078 0.683 1.926
H 4.144 -1.107 -0.224
H 4.011 0.089 -1.514
H 3.549 -1.585 -1.818
H 1.547 -0.139 -1.513
H 2.118 -2.542 0.099
H 0.797 -1.528 0.749
H -2.077 -2.388 -2.917
H -2.386 -3.113 -1.441
H 2.598 0.291 1.320
H 2.641 1.494 0.022
H 0.382 2.011 -1.161
H -1.991 2.499 -0.759
H -1.721 0.657 3.088
H 0.655 0.173 2.685
*
```

The total energy is -1405.846808 hartree. For the molar mass, the calculation gives 297.3 u. Its HOMO energy is -9.3 eV. As for the energy relative to the best compared isomer or geometry (same formula, charge and spin): 0.0 kJ/mol. As for the SMILES: C[C@@H](COS(N)(=O)=O)Cc1ccc(C(F)(F)F)cc1. The calculation puts the strongest force on any atom at 0.0212 hartree/bohr.



No. 3
The following is a quantum chemistry calculation of a structure of composition C4H6LuO7 in a non-equilibrium geometry, from the Open Molecules 2025 dataset.

```
! RIJCOSX wB97M-V def2-TZVPD def2/J DEFGRID3
* xyz 2 2
O -1.085 0.980 -0.964
C -0.377 0.451 0.094
C 0.730 -0.460 -0.419
O 1.691 0.297 -1.137
C 2.669 0.867 -0.437
O 2.719 0.913 0.768
O 3.482 1.478 -1.278
H -1.461 1.842 -0.749
H -0.024 1.229 0.780
H 0.324 -1.185 -1.135
H 1.199 -0.971 0.427
H 4.175 1.940 -0.788
O -2.720 -1.020 -0.615
C -2.248 -1.115 0.591
O -1.239 -0.371 0.979
O -2.734 -1.928 1.372
Lu -2.824 -2.650 3.624
H -2.277 -0.297 -1.115
*
```

The total energy is -1917.554636 hartree. For the molar mass, the calculation gives 341.1 u. Its HOMO energy (alpha / beta) is -16.1 / -16.1 eV. As for the energy relative to the best compared isomer or geometry (same formula, charge and spin): 0.0 kJ/mol. The calculation puts the strongest force on any atom at 0.0880 hartree/bohr. The expectation value of S² is 0.75.



No. 4
The following is a quantum chemistry calculation of a cluster of 5 separate species, H10O5 in total in a non-equilibrium geometry, from the Open Molecules 2025 dataset.

```
! RIJCOSX wB97M-V def2-TZVPD def2/J DEFGRID3
* xyz 0 1
O -2.352 -0.110 0.476
H -1.586 -1.279 0.269
H -3.214 -0.299 0.323
O -0.820 -1.807 0.109
H -0.182 -0.955 -0.084
H -0.390 -2.083 0.986
O 0.516 0.181 -0.469
H -0.477 0.336 -1.604
O -1.538 0.547 -1.778
H -2.008 0.179 -0.930
H -1.657 1.493 -1.588
H 1.480 0.326 -0.619
O 4.324 0.989 1.343
H 4.249 0.709 2.273
H 3.654 1.773 1.292
*
```

The total energy is -382.099330 hartree. For the molar mass, the calculation gives 90.1 u. Its HOMO energy is -10.0 eV. As for the energy relative to the best compared isomer or geometry (same formula, charge and spin): 327.8 kJ/mol. The calculation puts the strongest force on any atom at 0.1333 hartree/bohr.



No. 5
The following is a quantum chemistry calculation of a structure of composition C3H13N2Si in a non-equilibrium geometry, from the Open Molecules 2025 dataset.

```
! RIJCOSX wB97M-V def2-TZVPD def2/J DEFGRID3
* xyz 1 1
C -1.829 1.579 0.143
C -1.929 -1.824 -0.880
C 1.413 -0.474 -0.221
N 2.187 -1.057 0.703
N 2.110 1.360 0.022
Si -1.824 -0.288 0.280
H -0.837 2.016 0.560
H -1.820 1.869 -0.906
H -2.609 2.052 0.661
H -1.161 -2.449 -0.484
H -2.869 -2.390 -0.675
H -1.820 -1.781 -1.994
H 1.746 -0.691 -1.237
H 3.124 -1.436 0.632
H 2.061 -0.977 1.707
H 3.153 1.487 -0.125
H 1.841 1.700 0.935
H 1.616 2.044 -0.583
H -2.554 -0.740 1.463
*
```

The total energy is -520.723893 hartree. For the molar mass, the calculation gives 105.2 u. Its HOMO energy is -11.9 eV. As for the energy relative to the best compared isomer or geometry (same formula, charge and spin): 402.4 kJ/mol. The calculation puts the strongest force on any atom at 0.0617 hartree/bohr.



No. 6
The following is a quantum chemistry calculation of a cluster of 2 separate species, C4H13NO2S in total in a non-equilibrium geometry, from the Open Molecules 2025 dataset.

```
! RIJCOSX wB97M-V def2-TZVPD def2/J DEFGRID3
* xyz 0 1
N -1.428 -0.514 -0.372
C -0.289 -0.042 0.425
C -0.436 -0.346 1.919
O -1.824 -0.278 2.266
C 1.006 -0.664 -0.137
C 1.896 0.287 -0.932
S 2.607 1.649 0.020
H -1.406 -1.526 -0.403
H -2.303 -0.235 0.055
H -0.273 1.039 0.299
H 0.111 0.404 2.506
H -0.054 -1.316 2.186
H -1.947 -0.331 3.224
H 1.569 -1.104 0.689
H 0.713 -1.471 -0.796
H 1.350 0.641 -1.806
H 2.755 -0.264 -1.311
H 1.498 2.088 0.613
O -0.808 0.815 -2.847
H -1.184 0.238 -2.149
H -1.553 0.930 -3.449
*
```

The total energy is -763.617626 hartree. For the molar mass, the calculation gives 139.2 u. Its HOMO energy is -8.9 eV. As for the energy relative to the best compared isomer or geometry (same formula, charge and spin): 12.1 kJ/mol. As for the SMILES: N[C@@H](CO)CCS.O. The calculation puts the strongest force on any atom at 0.0195 hartree/bohr.



No. 7
The following is a quantum chemistry calculation of a cluster of 2 separate species, C4H7NO in total, from the Open Molecules 2025 dataset.

```
! RIJCOSX wB97M-V def2-TZVPD def2/J DEFGRID3
* xyz 0 1
O -0.578 1.967 2.262
C -0.358 0.514 -0.155
C -0.172 0.148 -1.615
C -0.169 -1.098 -0.829
N 1.175 -1.322 -0.309
C 0.450 -0.405 0.534
H 0.152 2.534 1.984
H -0.894 1.596 1.411
H 0.799 0.326 -2.081
H -1.025 0.398 -2.240
H -0.958 -1.833 -0.723
H 1.249 -2.222 0.163
H 0.330 -0.604 1.598
*
```

The total energy is -286.439559 hartree. For the molar mass, the calculation gives 85.1 u. Its HOMO energy is -8.6 eV. As for the energy relative to the best compared isomer or geometry (same formula, charge and spin): 504.3 kJ/mol. The calculation puts the strongest force on any atom at 0.0110 hartree/bohr.



No. 8
The following is a quantum chemistry calculation of an isolated molecule of C2H7NOSi in a non-equilibrium geometry, from the Open Molecules 2025 dataset.

```
! RIJCOSX wB97M-V def2-TZVPD def2/J DEFGRID3
* xyz 0 1
C -1.301 -0.202 0.155
C -0.423 0.953 0.118
N 1.479 -1.377 0.628
O -0.806 -1.299 -0.355
Si 1.463 0.043 -0.210
H -1.942 -0.415 1.114
H -2.108 0.045 -0.590
H -0.490 1.539 -0.783
H -0.538 1.440 1.172
H 1.180 -2.145 0.022
H 1.327 0.208 -1.602
H 2.159 1.211 0.332
*
```

The total energy is -499.697826 hartree. For the molar mass, the calculation gives 89.2 u. Its HOMO energy (alpha / beta) is -9.6 / -9.8 eV. As for the energy relative to the best compared isomer or geometry (same formula, charge and spin): 577.5 kJ/mol. The calculation puts the strongest force on any atom at 0.0864 hartree/bohr.